{
  "formula": "C50H53N3O2P2SSiTl",
  "method": "ωB97M-V/def2-TZVPD",
  "species": ["Tl", "S", "P", "P", "Si", "O", "O", "N", "N", "N", "C", "C", "C", "C", "C", "C", "C", "C", "C", "C", "C", "C", "C", "C", "C", "C", "C", "C", "C", "C", "C", "C", "C", "C", "C", "C", "C", "C", "C", "C", "C", "C", "C", "C", "C", "C", "C", "C", "C", "C", "C", "C", "C", "C", "C", "C", "C", "C", "C", "C", "H", "H", "H", "H", "H", "H", "H", "H", "H", "H", "H", "H", "H", "H", "H", "H", "H", "H", "H", "H", "H", "H", "H", "H", "H", "H", "H", "H", "H", "H", "H", "H", "H", "H", "H", "H", "H", "H", "H", "H", "H", "H", "H", "H", "H", "H", "H", "H", "H", "H", "H", "H", "H"],
  "positions_angstrom": [[-0.048, -0.266, 0.284], [-0.398, 0.308, 3.059], [-0.886, -3.258, -0.372], [-2.472, 1.611, -1.798], [2.610, 0.251, -0.355], [-5.041, 1.574, 2.946], [-1.542, 1.507, -0.626], [-1.549, -1.862, -0.211], [-1.143, 2.799, 3.418], [-2.826, 1.280, 2.900], [2.621, -3.938, -2.493], [-2.891, 5.069, 0.688], [0.560, -4.804, 3.715], [-4.845, 4.359, 2.520], [-2.689, 0.044, -2.699], [-0.134, -5.670, 2.889], [-3.965, 2.074, 2.726], [-4.149, 2.148, -1.321], [3.285, 4.185, 0.890], [-4.856, 5.618, 1.951], [-2.659, -6.474, -2.163], [2.678, 3.041, 0.404], [0.224, 3.261, 3.464], [3.539, -1.287, 0.233], [4.314, -2.041, -0.646], [5.214, 2.903, 1.508], [-0.520, -5.275, 1.619], [-1.820, 2.860, -2.958], [3.479, -1.675, 1.573], [1.008, 0.519, -4.202], [4.612, 1.760, 1.014], [-4.394, -4.981, -1.428], [1.179, 0.267, -2.855], [-0.190, -4.004, 1.160], [-2.092, -4.451, -1.015], [2.243, -3.479, -3.744], [2.077, 0.969, -4.957], [0.968, -2.973, -3.949], [4.555, 4.119, 1.439], [-4.003, -6.147, -2.066], [-1.512, 1.571, 3.094], [0.076, -2.920, -2.896], [4.895, -3.554, 1.122], [-1.699, -5.627, -1.640], [0.896, -3.538, 3.266], [0.355, 4.648, 2.838], [0.522, -3.152, 1.996], [4.999, -3.157, -0.201], [-3.833, 3.452, 2.197], [4.134, -2.810, 2.009], [-0.449, 5.710, 3.581], [1.725, -3.884, -1.436], [-2.855, 3.814, 1.269], [3.338, 1.813, 0.446], [-3.437, -4.132, -0.902], [0.452, -3.372, -1.634], [-3.880, 5.975, 1.033], [3.318, 1.130, -4.363], [2.408, 0.458, -2.229], [3.483, 0.881, -3.012], [-1.724, 3.800, -2.419], [-4.830, 2.030, -2.158], [-0.205, 6.697, 3.200], [2.002, -4.285, -0.472], [-1.079, -5.954, 0.991], [1.684, 3.094, -0.019], [5.417, -4.434, 1.467], [5.137, 0.817, 1.064], [4.377, -1.740, -1.682], [-5.635, 6.317, 2.210], [-3.707, -3.212, -0.401], [-2.850, -0.746, -1.963], [2.771, 5.133, 0.828], [-4.493, 1.537, -0.491], [0.787, -2.157, 1.645], [0.829, -5.105, 4.715], [4.057, -3.123, 3.039], [-4.746, -6.805, -2.492], [-5.442, -4.734, -1.344], [-3.893, 6.956, 0.583], [4.149, 1.459, -4.969], [2.924, -3.549, -4.577], [1.935, 1.184, -6.003], [-3.048, 0.290, 2.970], [3.600, -4.372, -2.350], [-1.522, 5.569, 3.455], [0.673, -2.659, -4.940], [-0.217, 5.688, 4.644], [-0.829, 2.548, -3.284], [-0.648, -5.873, -1.719], [1.418, -2.849, 3.913], [0.333, -0.100, -2.285], [2.915, -1.077, 2.276], [0.573, 3.286, 4.502], [0.840, 2.538, 2.922], [0.039, 4.606, 1.793], [0.044, 0.370, -4.668], [-2.474, 2.990, -3.813], [5.033, 5.015, 1.804], [6.203, 2.848, 1.936], [-4.133, 3.191, -1.016], [-2.357, -7.388, -2.653], [5.615, -3.717, -0.889], [-3.536, 0.108, -3.375], [1.413, 4.911, 2.860], [-0.399, -6.653, 3.252], [-2.101, 3.106, 0.963], [-2.151, 5.339, -0.052], [-1.788, -0.183, -3.264], [4.450, 1.029, -2.552], [-1.855, 3.506, 3.557], [-0.939, -2.562, -3.028], [-5.612, 4.058, 3.218]],
  "mulliken_charge": [1.25, -0.30, 1.64, 1.02, -0.14, -0.61, -0.85, -0.55, -0.01, 0.17, -0.75, -1.20, -0.84, -0.68, -0.50, -0.79, -0.27, -1.17, -0.60, -0.77, -0.76, -0.55, -0.43, 1.06, -0.55, -0.67, -0.67, -1.16, -0.58, -0.56, -0.43, -0.76, 0.54, 0.82, 0.09, -0.68, -0.91, -0.70, -0.63, -0.50, 0.09, -0.59, -0.78, -0.32, -0.76, 0.16, 0.05, -0.44, 0.12, -0.59, -1.43, -0.06, 1.25, 0.62, -0.45, 0.51, -0.75, -0.94, 1.04, -0.25, 0.25, 0.54, 0.43, 0.44, 0.45, 0.50, 0.42, 0.44, 0.38, 0.42, 0.46, 0.04, 0.52, 0.31, -0.93, 0.42, 0.45, 0.42, 0.43, 0.46, 0.45, 0.44, 0.44, 0.29, 0.53, 0.24, 0.45, 0.34, 0.19, 0.46, 0.61, -1.14, 0.62, 0.28, 0.05, -0.01, 0.45, 0.44, 0.41, 0.43, 0.28, 0.43, 0.49, 0.63, 0.33, 0.44, 0.95, 0.41, -0.11, 0.52, 0.30, 0.51, 0.51],
  "charge": 1,
  "gap_ev": 7.591
}